(1)
Formula: C4H13N2O
Source: the OMol25 dataset
Level of theory: ωB97M-V/def2-TZVPD

Computed properties:
- max |F| (eV/Å) = 1.60
- net charge = +1
- LUMO level (eV) = -3.266
- HOMO-LUMO gap (eV) = 9.527

```
20
Properties=species:S:1:pos:R:3:forces:R:3:lowdin_charge:R:1
C 0.676970 2.931183 0.412399 0.21 0.18 0.21 -0.073
C 1.163182 1.501610 0.643317 0.00 -0.68 0.37 -0.170
C 0.089915 0.419472 0.625447 0.05 0.56 -0.24 -0.339
C -0.698976 0.358494 -0.456355 -0.38 -0.47 -0.67 -0.071
N -1.485522 -0.869330 -0.742376 0.78 -0.98 0.99 0.192
N 0.064013 -0.407997 1.693415 0.31 -0.14 0.21 0.148
H -0.245449 2.934279 -0.159320 0.07 0.18 -0.25 0.065
H 0.481580 3.483078 1.327203 -0.13 -0.24 0.26 0.081
H 1.457145 3.503012 -0.088908 -0.18 -0.05 -0.22 0.084
H 1.859724 1.217390 -0.149087 0.04 0.07 0.08 0.124
H 1.698932 1.368449 1.592859 0.00 0.40 -0.23 0.115
H -0.624586 1.024699 -1.296678 0.02 0.04 0.03 0.120
H -2.482305 -0.787882 -0.936583 0.00 0.30 -0.16 0.173
H -1.395285 -1.482390 0.074598 -0.40 0.14 0.05 0.141
H -1.032351 -1.496812 -1.421340 -0.21 0.40 -0.47 0.146
H 0.847259 -0.374190 2.322647 -0.11 -0.03 0.11 0.114
H -0.593504 -1.148494 1.863615 0.00 0.07 -0.06 0.106
H 0.027866 -4.696897 -1.318063 -0.08 -0.05 0.14 0.051
H 0.302381 -3.702148 -2.428924 -0.05 -0.04 0.15 0.052
O -0.110992 -3.775533 -1.557869 0.04 0.34 -0.29 -0.059
```
Forces are in eV/Å.


(2)
Formula: C2H5N3OS2
Source: the OMol25 dataset
Level of theory: ωB97M-V/def2-TZVPD

Computed properties:
- max |F| (eV/Å) = 1.34
- SMILES string = ON(/C=N\S)/C=N/S
- LUMO level (eV) = 0.541
- HOMO-LUMO gap (eV) = 9.077

```
13
Properties=species:S:1:pos:R:3:forces:R:3:lowdin_charge:R:1
C 1.448470 0.159832 0.705076 0.48 -0.18 0.49 -0.275
C -0.806062 0.507841 -0.219270 -0.73 -0.91 0.66 -0.314
H 0.343992 -1.581298 -1.058573 0.38 -0.23 0.20 -0.151
H 1.880289 0.857049 1.437570 -0.21 -0.23 -0.33 0.134
H 1.302513 2.262357 -1.058567 0.27 0.06 -0.38 0.114
H -1.338700 1.353973 -0.655574 -0.25 -0.22 -0.09 0.129
H -3.109082 -1.892129 0.712953 0.13 -0.45 0.30 -0.167
N 1.845327 -1.041242 0.700896 -0.27 0.51 -0.03 -0.377
N 0.550302 0.777091 -0.201236 0.18 -1.00 0.18 -0.172
N -1.292735 -0.584044 0.256846 0.19 1.19 -0.59 -0.380
O 0.788185 2.131667 -0.263539 -0.10 1.00 0.27 0.005
S 1.373817 -2.189858 -0.403001 -0.25 -0.14 -0.38 0.736
S -2.986315 -0.761237 0.046416 0.17 0.57 -0.31 0.720
```
Forces are in eV/Å.


(3)
Formula: C27H31N3O6
Source: the OMol25 dataset
Level of theory: ωB97M-V/def2-TZVPD

Computed properties:
- max |F| (eV/Å) = 1.34
- SMILES string = CCOc1ccccc1[C@H](C(=O)NC1CCCC1)N(Cc1ccco1)C(=O)CNC(=O)c1ccco1
- LUMO level (eV) = 0.576
- HOMO-LUMO gap (eV) = 8.688

```
67
Properties=species:S:1:pos:R:3:forces:R:3:lowdin_charge:R:1
C -0.784802 0.060883 4.952579 0.18 -0.32 -0.31 -0.050
C -0.062207 -1.122477 4.328179 -0.05 0.00 0.45 -0.240
O -0.021449 -0.910345 2.929817 -0.06 0.00 -0.25 -0.048
C 0.725888 -1.740750 2.155930 0.11 -0.15 -0.25 -0.211
C 1.330031 -2.909068 2.601785 -0.18 0.16 0.26 -0.013
C 2.066352 -3.688996 1.724970 0.01 0.00 -0.15 -0.083
C 2.213744 -3.312924 0.405016 0.09 -0.13 -0.02 -0.078
C 1.619438 -2.144230 -0.043790 -0.12 0.02 0.15 -0.016
C 0.873199 -1.356122 0.812032 -0.20 -0.03 0.13 -0.090
C 0.215799 -0.059168 0.383549 -0.01 0.02 0.06 -0.132
N 0.849887 1.066904 1.043442 0.25 -0.09 -0.41 0.025
C 0.216301 1.993858 1.783687 -0.55 -0.03 -0.04 -0.431
O 0.812286 2.859909 2.399978 0.12 0.24 0.29 0.058
C -1.319025 1.970713 1.812018 0.08 -0.06 0.31 -0.063
N -1.906286 2.291733 0.533817 0.21 0.25 -0.02 0.117
C -2.667823 1.440223 -0.181344 0.13 0.16 0.14 -0.432
O -2.874578 0.279148 0.146349 -0.29 -0.04 -0.04 0.049
C -3.242117 2.019149 -1.401259 -0.80 -0.84 -0.66 -0.192
C -4.129319 1.473592 -2.294073 0.56 0.22 0.74 -0.002
C -4.361363 2.463859 -3.272363 0.26 0.49 0.07 -0.052
C -3.601001 3.534568 -2.907223 -0.54 -0.22 -0.64 -0.098
O -2.925374 3.280374 -1.780495 0.35 0.11 0.40 0.054
H -3.463111 4.499098 -3.354871 0.09 0.15 0.03 0.126
H -5.001539 2.390467 -4.127089 -0.11 0.06 -0.20 0.106
H -4.552852 0.492341 -2.239076 -0.05 -0.23 0.08 0.123
H -1.744789 3.219076 0.171673 -0.09 -0.06 -0.06 0.154
H -1.620825 2.724979 2.546607 0.13 -0.18 -0.08 0.136
H -1.693259 0.995368 2.129306 0.02 0.11 -0.03 0.115
C 2.306019 1.138574 0.979814 0.28 0.03 0.00 -0.032
C 2.962203 0.372321 2.081008 -0.29 0.62 0.65 -0.242
C 2.916001 0.534779 3.434589 0.00 0.04 -0.59 -0.021
C 3.711949 -0.500213 3.983525 0.27 -0.36 -0.28 -0.065
C 4.184571 -1.208369 2.923287 0.10 -0.01 0.78 -0.127
O 3.738405 -0.688023 1.768539 0.08 0.01 -0.37 0.047
H 4.824306 -2.065820 2.859327 0.07 -0.12 -0.12 0.122
H 3.908731 -0.683387 5.020581 0.10 -0.10 0.19 0.100
H 2.386628 1.303151 3.958913 -0.15 0.23 0.04 0.110
H 2.571551 2.196720 1.063204 0.02 -0.23 -0.12 0.141
H 2.631030 0.751850 0.014314 -0.02 0.12 0.07 0.131
H -0.827157 -0.117103 0.701150 0.12 0.08 -0.07 0.121
C 0.245823 0.106637 -1.145977 -0.46 -0.19 0.42 -0.447
O 1.070245 0.788400 -1.721454 0.33 0.19 -0.17 0.079
N -0.719070 -0.604660 -1.758270 -0.28 -0.20 -0.04 0.136
H -1.424733 -1.034768 -1.180779 0.06 0.10 0.07 0.138
C -0.858030 -0.748547 -3.195207 0.40 0.18 -0.18 -0.283
H -1.722740 -1.397770 -3.361391 0.05 0.01 0.03 0.156
C 0.371952 -1.359649 -3.874376 -0.18 -0.14 -0.09 -0.152
H 0.496706 -2.416569 -3.641980 0.04 -0.05 0.06 0.114
H 1.257187 -0.811815 -3.553332 0.04 -0.01 0.06 0.112
C 0.097636 -1.099113 -5.350768 0.12 -0.04 0.03 -0.188
C -0.541286 0.299259 -5.383572 -0.07 0.06 -0.07 -0.170
C -1.047290 0.573109 -3.956951 -0.17 0.05 0.02 -0.129
H -0.437298 1.336407 -3.477334 -0.05 0.01 0.03 0.109
H -2.085760 0.898769 -3.942525 0.02 0.05 0.04 0.088
H -1.354737 0.337669 -6.107596 0.04 0.06 -0.07 0.101
H 0.194547 1.048113 -5.672592 -0.02 0.04 -0.06 0.106
H 1.002517 -1.150683 -5.953569 -0.01 -0.08 -0.07 0.105
H -0.604656 -1.843591 -5.730102 0.01 -0.05 -0.05 0.107
H 1.749629 -1.839285 -1.070660 0.02 0.05 -0.15 0.114
H 2.795181 -3.917104 -0.273840 0.06 -0.06 -0.07 0.103
H 2.530206 -4.594049 2.088119 0.04 -0.09 0.03 0.106
H 1.233302 -3.219228 3.630074 -0.03 0.01 0.10 0.109
H 0.960061 -1.190853 4.721736 -0.09 -0.05 -0.09 0.114
H -0.594568 -2.057361 4.553082 0.12 0.06 -0.05 0.128
H -1.811616 0.104023 4.599447 -0.14 0.02 0.00 0.078
H -0.786392 -0.038569 6.034165 -0.02 0.02 0.12 0.079
H -0.282264 0.984585 4.678252 0.07 0.14 0.02 0.072
```
Forces are in eV/Å.


(4)
Formula: C34H42AuGeNO2Te
Source: the OMol25 dataset
Level of theory: ωB97M-V/def2-TZVPD

Computed properties:
- multiplicity = 2
- max |F| (eV/Å) = 0.98
- net charge = -1
- LUMO level (alpha / beta) (eV) = 2.287 / 1.198
- HOMO-LUMO gap (alpha / beta) (eV) = 6.814 / 5.709

```
82
Properties=species:S:1:pos:R:3:forces:R:3:lowdin_spin:R:1
Au 1.447917 1.250103 -1.882845 0.49 0.58 -0.42 0.000
C -4.465294 2.599703 0.262029 -0.17 0.03 -0.04 0.000
C -3.817773 1.439923 0.654224 -0.21 -0.08 0.07 0.000
C -2.440166 1.360953 0.576649 0.15 -0.21 0.06 0.000
C -1.671020 2.424701 0.117895 0.41 -0.20 -0.22 0.000
C -2.340849 3.579705 -0.267907 0.22 0.18 -0.06 0.000
C -3.720222 3.670401 -0.203115 -0.21 0.12 0.00 0.000
Ge 0.317320 2.223442 -0.052505 -0.40 0.43 0.60 0.002
C 0.872075 1.948883 1.842640 -0.10 -0.08 -0.44 0.026
C 0.003081 1.935411 2.925197 -0.24 0.06 -0.03 0.013
C 0.470847 1.768726 4.217654 -0.10 0.02 0.21 0.000
C 1.827453 1.621659 4.450463 0.08 -0.08 0.19 0.001
C 2.707540 1.615166 3.381424 0.21 0.02 0.12 0.002
C 2.226707 1.769602 2.094766 0.15 0.01 -0.18 0.018
C 0.865109 4.115365 -0.373223 0.06 -0.21 -0.08 0.000
C 1.611951 4.914348 0.479791 0.00 -0.16 0.29 0.000
C 2.099179 6.146475 0.070542 0.10 0.22 0.10 0.000
C 1.832665 6.613396 -1.204240 0.11 0.13 -0.03 0.000
C 1.095088 5.827616 -2.074743 -0.05 0.19 -0.14 0.000
C 0.631790 4.597349 -1.657632 -0.18 -0.11 -0.16 0.000
H -5.544027 2.667531 0.314618 -0.06 0.00 0.01 0.000
H -4.390789 0.597401 1.021581 -0.02 -0.05 0.02 0.000
H -1.938185 0.453629 0.890020 0.00 -0.13 0.02 0.000
H -1.766815 4.426563 -0.622827 -0.04 0.05 -0.02 0.000
H -4.219171 4.581541 -0.514443 0.01 0.00 0.01 0.000
H -1.059742 2.054318 2.756202 -0.05 0.03 0.03 0.000
H -0.223606 1.761804 5.050100 -0.01 0.00 -0.01 0.000
H 2.197269 1.505938 5.461530 0.01 -0.02 0.03 0.000
H 3.769650 1.494142 3.553881 0.04 -0.02 0.00 0.000
H 2.910211 1.752852 1.254507 0.13 -0.02 -0.04 0.000
H 1.839185 4.555021 1.477425 0.02 0.04 0.05 0.000
H 2.702787 6.744105 0.744771 -0.03 -0.01 0.03 0.000
H 2.214949 7.573319 -1.527830 0.03 0.03 0.00 0.000
H 0.903357 6.168278 -3.084262 -0.02 0.01 -0.04 0.000
H 0.091254 3.965387 -2.353006 0.01 0.01 -0.14 0.000
C -1.769813 -5.852659 5.171942 -0.01 0.02 -0.01 0.006
C -1.217506 -4.806150 4.249703 -0.03 0.06 -0.06 0.030
C 0.102692 -4.389088 4.333613 -0.10 -0.08 0.08 -0.004
C 0.616796 -3.429325 3.476999 0.28 0.00 0.02 0.031
C 2.047112 -3.012657 3.620547 0.16 -0.07 0.05 0.012
C -0.189788 -2.862940 2.483393 0.11 0.04 -0.05 0.059
Te 0.646581 -1.459358 1.121215 -0.12 0.01 0.15 0.683
C -1.524194 -3.273546 2.401956 -0.18 0.15 -0.25 0.030
C -2.454037 -2.730092 1.358593 0.00 0.09 -0.08 0.009
C -2.019271 -4.225289 3.279754 0.07 -0.11 0.16 -0.007
H -1.006457 -6.209403 5.858668 0.04 -0.06 0.07 0.000
H -2.149342 -6.702827 4.605749 -0.02 -0.08 0.00 0.002
H -2.596952 -5.454152 5.758601 -0.06 0.00 0.06 0.002
H 0.749797 -4.826702 5.084300 0.05 -0.01 0.06 -0.001
H 2.554643 -3.600820 4.382644 0.02 -0.04 0.10 0.000
H 2.113937 -1.958479 3.889336 0.09 0.06 -0.01 0.006
H 2.569724 -3.138908 2.672113 0.08 0.06 0.02 0.002
H -1.984449 -1.892660 0.846569 -0.20 0.02 -0.07 0.007
H -3.388737 -2.397382 1.808643 -0.09 0.00 -0.01 0.000
H -2.683566 -3.497085 0.617539 -0.06 -0.02 -0.07 0.001
H -3.058422 -4.523972 3.198815 -0.07 -0.02 -0.02 -0.001
C -1.693701 -0.871549 -2.267372 0.04 0.22 0.23 0.002
N -0.940671 -1.906679 -2.942408 -0.08 0.03 0.00 0.003
C -1.646482 -2.694159 -3.923279 0.10 -0.20 -0.20 0.000
C 0.348665 -2.149347 -2.605896 0.04 -0.10 -0.02 0.013
C 1.042870 -3.260191 -3.366735 0.13 0.15 0.09 0.001
O 0.925018 -1.511745 -1.735518 0.15 -0.41 -0.17 0.051
H -2.523948 -1.311718 -1.710333 -0.06 0.02 0.04 0.000
H -2.089482 -0.149856 -2.986367 0.03 -0.02 0.01 0.000
H -1.033830 -0.349205 -1.576407 -0.04 0.03 -0.04 0.001
H -2.674702 -2.346974 -3.973759 -0.03 0.01 0.01 0.000
H -1.656646 -3.753878 -3.653340 -0.05 0.00 -0.07 0.000
H -1.204250 -2.592517 -4.918458 -0.07 -0.02 0.00 0.000
H 0.650971 -4.233425 -3.074061 -0.11 -0.07 -0.01 0.000
H 2.103006 -3.226596 -3.131736 -0.05 0.03 0.04 0.000
H 0.914396 -3.136345 -4.439111 0.01 -0.05 -0.11 0.000
C 1.331670 0.521951 -5.209491 0.46 0.15 0.04 0.000
C 2.739537 0.738282 -4.613595 -0.01 -0.33 -0.63 0.000
C 3.376333 -0.625429 -4.289359 -0.11 0.42 -0.14 0.000
O 2.733633 1.575333 -3.544963 -0.37 0.00 0.91 0.000
H 1.387979 -0.009429 -6.158312 -0.08 -0.13 -0.20 0.000
H 0.851617 1.486482 -5.363545 -0.03 0.08 -0.03 0.000
H 0.723641 -0.050476 -4.512618 -0.17 -0.15 0.21 0.000
H 3.350971 1.216141 -5.413577 -0.07 -0.18 0.02 0.000
H 2.814512 -1.079152 -3.475716 -0.06 -0.09 0.11 0.000
H 4.400378 -0.482710 -3.951579 0.11 0.01 0.02 0.000
H 3.370043 -1.278070 -5.162493 0.03 -0.21 -0.09 0.000
```
Forces are in eV/Å.


(5)
Formula: C2H7S2
Source: the OMol25 dataset
Level of theory: ωB97M-V/def2-TZVPD

Computed properties:
- max |F| (eV/Å) = 2.87
- net charge = -1
- LUMO level (eV) = 3.467
- HOMO-LUMO gap (eV) = 6.184

```
11
Properties=species:S:1:pos:R:3:forces:R:3:lowdin_charge:R:1
C 0.454990 0.219996 1.405777 -0.31 -0.64 0.74 -0.525
S 1.317572 -1.136893 0.546115 -0.92 0.06 0.05 0.646
C 0.201858 -1.167658 -0.873187 -0.81 -2.73 -0.37 -0.558
H -0.653728 0.249234 1.223833 1.17 -0.35 0.18 -0.016
H 0.836135 1.152734 1.050126 0.15 0.59 -0.06 -0.037
H 0.687129 0.067014 2.470195 -0.18 0.26 -0.19 0.010
H 0.232051 -2.200240 -1.358794 0.42 1.10 0.54 0.033
H -0.878935 -1.103440 -0.570905 1.24 0.54 -0.21 0.013
H 0.510398 -0.444863 -1.596009 -0.34 0.55 -0.33 -0.044
S -1.032630 1.666310 -0.909058 0.10 -0.24 0.04 -0.037
H -1.674841 2.697806 -1.388094 -0.52 0.87 -0.40 -0.485
```
Forces are in eV/Å.


(6)
Formula: C20H22N4O2S3Tc
Source: the OMol25 dataset
Level of theory: ωB97M-V/def2-TZVPD

Computed properties:
- multiplicity = 3
- max |F| (eV/Å) = 0.12
- net charge = +1
- LUMO level (alpha / beta) (eV) = -3.267 / -3.642
- HOMO-LUMO gap (alpha / beta) (eV) = 6.793 / 6.739

```
52
Properties=species:S:1:pos:R:3:forces:R:3:lowdin_spin:R:1
Tc -0.219868 0.121052 0.056126 0.08 -0.04 -0.03 1.602
O -0.731814 -0.501841 1.928431 -0.04 -0.01 -0.03 0.035
N -1.930980 -1.100191 2.098530 0.02 0.00 0.06 0.002
C -2.305006 -1.315026 3.379463 -0.01 0.00 -0.04 0.003
C -3.490732 -1.929359 3.665199 0.03 0.01 -0.02 0.004
C -4.311063 -2.327369 2.604391 0.00 0.00 0.04 0.005
C -3.909098 -2.092029 1.314420 0.03 0.01 -0.02 0.002
C -2.687208 -1.458169 1.043812 -0.11 -0.02 -0.02 0.005
S -2.140749 -1.120453 -0.564176 0.09 0.05 0.06 0.028
H -1.595860 -0.955894 4.108808 -0.01 -0.01 0.02 0.000
H -3.771155 -2.086097 4.695442 -0.01 0.00 0.00 0.000
H -5.260057 -2.807736 2.797356 0.00 -0.01 0.01 0.000
H -4.522405 -2.373089 0.470397 0.00 0.00 0.00 0.000
C 0.627636 1.038953 -4.160142 -0.01 -0.01 0.01 -0.002
C 1.870303 1.644276 -4.091380 0.01 0.00 0.02 0.012
C 2.476117 1.810985 -2.856129 -0.08 -0.04 0.05 -0.001
C 1.823455 1.364837 -1.716115 0.03 0.02 -0.07 0.009
N 0.621592 0.759930 -1.795450 0.01 0.03 0.05 -0.008
C 0.037639 0.610547 -2.985447 0.01 -0.01 -0.03 0.010
C 2.370940 1.539200 -0.346724 0.07 0.04 0.00 0.008
C 3.578376 2.166170 -0.076105 -0.08 -0.04 0.04 -0.001
C 3.980509 2.306680 1.243660 -0.01 -0.01 -0.02 0.011
C 3.172898 1.820732 2.257534 -0.02 -0.01 0.01 -0.001
C 1.983483 1.203049 1.914670 0.05 0.02 0.04 0.009
N 1.600762 1.066558 0.647776 -0.03 0.01 -0.08 -0.006
H 0.113927 0.901506 -5.100149 0.00 0.00 -0.01 0.000
H 2.363597 1.994109 -4.987825 0.00 0.00 -0.01 0.001
H 3.439187 2.292783 -2.787153 0.00 0.01 0.00 0.000
H -0.934855 0.137543 -2.976925 -0.01 0.00 -0.01 0.000
H 4.196335 2.551321 -0.872510 0.00 0.00 -0.01 0.000
H 4.915272 2.799166 1.474101 0.00 0.00 0.00 0.001
H 3.449267 1.918544 3.296972 0.01 0.01 0.00 0.000
H 1.301526 0.803403 2.653871 0.00 0.01 0.01 0.000
C 3.184847 -2.705006 -1.976227 -0.03 0.02 0.00 0.000
C 2.328125 -3.586142 -1.080535 -0.02 -0.05 0.00 -0.001
S 0.698625 -2.856573 -0.882233 0.05 -0.03 0.00 0.010
O 1.033756 -1.572544 -0.107973 0.03 0.00 0.00 0.038
C -0.023287 -3.984430 0.329992 0.02 -0.04 -0.03 0.004
C 0.570637 -3.864166 1.722616 0.00 0.04 0.00 0.001
H 4.142441 -3.190081 -2.157925 0.01 0.01 0.01 0.000
H 3.369752 -1.741383 -1.502674 0.00 0.00 -0.01 0.000
H 2.703828 -2.535812 -2.940540 0.00 0.00 -0.01 0.000
H 2.767673 -3.709767 -0.091260 -0.02 0.01 0.02 0.000
H 2.161390 -4.570902 -1.522867 -0.02 0.01 0.00 0.000
H 0.094849 -4.979863 -0.104946 -0.01 0.00 0.01 0.001
H -1.086098 -3.744501 0.320612 0.00 0.04 -0.02 0.001
H 1.572863 -4.284651 1.782680 0.02 0.01 0.00 0.000
H -0.060749 -4.411051 2.422178 0.01 -0.01 0.01 0.000
H 0.607061 -2.819323 2.032523 -0.02 -0.02 0.01 0.000
S -2.507775 4.239452 0.423230 0.01 0.00 0.00 0.143
C -1.736021 2.856105 0.307697 -0.01 0.02 -0.01 0.069
N -1.160862 1.825731 0.220526 -0.04 -0.02 0.01 0.008
```
Forces are in eV/Å.


Look up the max |F| of the first one. 1.60 eV/Å